This record from the Open Molecules 2025 dataset describes a 8-piece molecular cluster, C67H144N8O8 overall at a distorted geometry. The level of theory is the ωB97M-V functional and the def2-TZVPD basis.

CARTESIAN COORDINATES (ANGSTROEM)
O: 11.680215 15.263910 12.168140
O: 23.373095 14.236740 17.385710
O: 12.256015 15.791850 17.500100
O: 17.761815 22.406440 20.825660
O: 15.850885 12.670070 17.289770
O: 18.016155 16.639900 16.080410
O: 18.688995 20.452240 18.654800
O: 17.702635 13.791090 20.922150
N: 15.673375 11.419450 16.732520
N: 19.183245 21.444360 17.752510
N: 12.810955 15.649350 11.530610
N: 17.423745 21.414160 21.781470
N: 17.104415 14.628620 21.833740
N: 22.560515 14.021890 16.271850
N: 11.213705 16.616490 17.934500
N: 17.880905 14.882550 18.148770
C: 21.217915 20.145200 17.291390
C: 21.095355 13.778090 13.807780
C: 16.677745 20.294590 24.382320
C: 16.050235 8.997320 16.933540
C: 15.065485 15.326250 23.015540
C: 19.289205 15.860000 22.305550
C: 22.968475 16.120100 15.085960
C: 16.374025 8.915120 15.377290
C: 10.425095 18.690740 19.094240
C: 22.837995 12.817510 15.504940
C: 18.113815 17.017290 14.681080
C: 11.970895 16.727380 9.395860
C: 12.815695 15.549990 10.059860
C: 18.406755 21.393460 22.880070
C: 18.141995 20.299790 23.997810
C: 21.195215 22.046700 19.017670
C: 18.066055 20.383360 15.681370
C: 15.162095 16.513720 11.605250
C: 21.543025 12.527480 14.641230
C: 15.482465 9.930830 14.633070
C: 15.831735 20.122360 23.102070
C: 18.364665 22.749900 23.646150
C: 16.776165 16.164940 16.447740
C: 9.485165 19.011250 17.983820
C: 10.035895 16.704680 16.929750
C: 21.299935 16.010810 16.974810
C: 15.304165 20.604140 20.811490
C: 21.950115 15.256690 15.751850
C: 19.813195 21.198380 22.270530
C: 15.162445 16.602330 10.136320
C: 21.102235 22.623080 16.559570
C: 9.023695 17.715070 17.381020
C: 15.979175 21.239990 22.034010
C: 16.258435 10.403390 17.568000
C: 15.690065 14.325050 22.039080
C: 9.475045 15.295810 16.830780
C: 20.282805 22.602380 15.287640
C: 18.049105 15.053440 22.875940
C: 22.839785 11.610830 16.462430
C: 15.996745 15.753270 24.242590
C: 14.276675 15.458980 9.574410
C: 11.631225 17.758260 18.743670
C: 15.556445 12.916030 22.700900
C: 20.854355 14.995880 14.691600
C: 15.613295 10.401950 18.991290
C: 17.388495 16.151340 23.840880
C: 16.840025 16.956140 18.861410
C: 13.735535 16.510620 12.312760
C: 12.147025 14.165770 9.680080
C: 15.726205 11.379810 15.198950
C: 17.074055 12.053960 14.585200
C: 13.273285 17.964150 12.456170
C: 14.592845 12.150740 14.582870
C: 18.889245 22.781510 15.602910
C: 12.193685 17.322900 20.104920
C: 17.757185 10.637640 17.953650
C: 15.281765 22.529230 22.607230
C: 24.119965 12.949780 14.692420
C: 13.927865 15.808760 13.748020
C: 20.649365 21.583150 17.643870
C: 18.546565 13.879540 23.719690
C: 18.290875 21.654160 16.586730
C: 12.670665 18.684880 18.027950
C: 16.756225 15.720410 17.911250
C: 10.511225 17.004260 15.441680
C: 16.810475 22.031060 16.984910
C: 14.878395 14.285490 20.743690
H: 16.136555 22.041670 16.128270
H: 13.553005 18.054120 17.919790
H: 10.741265 19.663240 19.471580
H: 15.804595 17.330570 11.933970
H: 17.021895 16.512570 19.840320
H: 11.844695 14.397530 12.547520
H: 14.744715 14.480850 9.685380
H: 15.409915 11.425450 19.306240
H: 21.920765 11.895410 13.837550
H: 20.695045 22.960170 19.339400
H: 14.419725 14.836070 13.754050
H: 11.198275 14.098220 10.212450
H: 14.462415 9.547230 14.654230
H: 18.020345 21.850890 20.086660
H: 18.363995 19.291410 23.648560
H: 23.011455 15.857400 14.028960
H: 22.894535 13.904020 18.148520
H: 17.861875 14.126930 17.478860
H: 8.331715 17.085640 17.940570
H: 18.663595 15.441900 17.841160
H: 14.529345 12.068420 13.497840
H: 20.560495 15.329130 17.395110
H: 19.530715 14.064460 24.150240
H: 23.960665 16.014680 15.524750
H: 20.736325 12.129210 15.256630
H: 16.354335 12.280320 22.317060
H: 15.060725 15.216140 20.206330
H: 9.220865 14.941840 17.829880
H: 17.034395 13.051900 15.021830
H: 22.246705 22.300780 18.883820
H: 18.382145 22.822800 14.638940
H: 17.309015 17.094150 23.299690
H: 20.252015 15.513680 22.681260
H: 9.801595 17.036700 14.614950
H: 17.389315 9.188520 15.090010
H: 12.685825 13.299090 10.063030
H: 14.863685 17.578880 9.755300
H: 20.742635 16.926190 16.775800
H: 11.564705 16.586050 20.604440
H: 15.838055 15.156230 18.074860
H: 19.333405 15.861810 21.216450
H: 15.585485 19.565620 20.637030
H: 8.581785 19.573710 18.219660
H: 21.048085 23.628650 16.976720
H: 11.747585 16.584590 8.338570
H: 22.124865 22.457710 16.220500
H: 10.155265 14.595150 16.346560
H: 15.019245 12.766940 17.759440
H: 22.227215 20.208420 16.884680
H: 9.888425 18.303440 19.960320
H: 15.004885 8.701950 17.023520
H: 12.022835 13.944460 8.620030
H: 15.700855 15.591300 11.822010
H: 16.168195 16.426240 9.754780
H: 19.005105 17.620260 14.507520
H: 12.195315 18.205750 20.744200
H: 14.225305 20.595700 20.966720
H: 17.317405 20.676310 14.945300
H: 17.235865 17.472870 14.223080
H: 14.588665 13.194510 14.896920
H: 13.649255 11.793320 14.995170
H: 15.913125 17.529680 18.860020
H: 16.824155 8.322630 17.299510
H: 21.822055 14.036050 13.037420
H: 12.243355 18.951050 17.061180
H: 11.027165 16.916170 9.907560
H: 18.790275 23.587370 23.093340
H: 23.674235 11.578580 17.162970
H: 19.880045 14.993210 15.180280
H: 22.850575 10.660150 15.929330
H: 15.610775 9.911040 13.550830
H: 20.419815 20.812470 23.089790
H: 18.371625 10.582750 17.055010
H: 13.825715 14.008280 20.799500
H: 16.328455 21.135420 24.981580
H: 18.782215 19.662250 18.117370
H: 19.319535 16.924030 22.540130
H: 16.006845 16.931350 16.353690
H: 16.174565 19.172950 22.690740
H: 18.725555 12.946500 23.185370
H: 17.979695 11.523600 14.879540
H: 17.613695 14.309730 20.119220
H: 17.849985 13.603630 24.511370
H: 14.793055 20.265860 23.399820
H: 17.691345 17.590250 18.613910
H: 14.596055 12.464550 22.452040
H: 11.284955 16.283240 15.177930
H: 15.245865 22.430780 23.692180
H: 18.833875 23.742270 16.114730
H: 13.089565 16.714510 19.981010
H: 16.486815 15.345440 15.789870
H: 20.603085 23.441300 14.669790
H: 13.868115 18.514830 13.184890
H: 11.054765 17.947070 15.503130
H: 14.646465 16.212580 22.539160
H: 14.243575 15.623980 8.497480
H: 17.454805 23.120790 24.118050
H: 19.011915 22.655390 24.518070
H: 14.606515 9.984670 18.972060
H: 8.431195 18.110480 16.555980
H: 16.468935 21.377070 17.787250
H: 17.969605 9.690200 18.448950
H: 15.249865 13.572600 20.007540
H: 20.424145 21.597580 14.889510
H: 17.944235 16.324260 24.762490
H: 22.009915 16.127410 17.793610
H: 14.195225 14.922170 23.532710
H: 20.762585 15.750110 13.910050
H: 18.102535 11.464800 18.573860
H: 16.534385 19.409380 25.001950
H: 20.282185 22.053550 21.783870
H: 16.131075 14.996740 25.015710
H: 22.522695 17.113120 15.028560
H: 11.991485 14.877180 17.622570
H: 24.207775 12.125760 13.984340
H: 13.178445 18.497970 11.510580
H: 12.974915 15.725450 14.270550
H: 16.227355 9.900660 19.739460
H: 16.666415 23.013840 17.433780
H: 15.640725 16.660200 24.731290
H: 20.577745 19.636350 16.570730
H: 16.239915 7.914090 14.967340
H: 21.110785 21.290890 19.798520
H: 18.706255 20.438710 24.919990
H: 18.368355 16.163220 14.053490
H: 17.708275 19.577800 16.322600
H: 24.995145 12.914970 15.341220
H: 15.656965 13.003200 23.782750
H: 8.507905 15.284060 16.328190
H: 15.586015 21.090240 19.877490
H: 20.114975 13.569810 13.379320
H: 24.272415 13.814130 14.046070
H: 12.912095 19.630530 18.513300
H: 21.419735 19.563870 18.191070
H: 17.061265 12.077470 13.495530
H: 12.329615 17.999580 13.000510
H: 14.502105 16.467200 14.399790
H: 15.769665 23.444910 22.273190
H: 9.972545 19.535410 17.161740
H: 21.988655 11.515050 17.136590
H: 19.005865 20.084420 15.217160
H: 19.857365 20.355490 21.580820
H: 14.236375 22.598060 22.306340
H: 12.415745 17.703820 9.587610

Force components x, y, z for each atom (eV/Å):
O -1.7553 0.4733 0.6271
O 0.9885 0.2079 -0.3758
O 0.9108 0.6527 -0.5692
O -0.5428 -0.0585 0.6769
O 0.1680 0.9265 -0.2232
O 1.2129 1.2931 -1.4232
O 0.9202 0.7497 -1.0639
O 0.1874 -0.9034 -0.0480
N -1.3151 -1.7177 -2.4153
N -1.2924 2.4492 -0.5796
N 2.9957 0.0055 -0.9014
N -0.2257 -1.9245 0.2263
N -0.5703 2.7280 0.2521
N -2.2509 -0.4203 0.3377
N -2.8420 0.2552 -0.0971
N 0.8820 -0.6374 0.5910
C 0.7593 1.0550 0.3335
C -0.4545 -0.7558 1.9076
C -0.4915 -0.4366 -0.5891
C 1.4471 0.6382 -2.2977
C 0.5071 0.8686 1.9159
C -0.0461 -0.3461 -0.7357
C 0.1929 0.5870 -1.0064
C -0.6668 1.3091 -0.1358
C -0.1801 0.5051 0.8422
C -1.7571 0.2641 0.3693
C 0.6832 -0.7952 0.2169
C 0.4810 -0.2038 0.8257
C -1.0481 -0.9758 -0.2246
C -0.1384 1.3357 0.7404
C -0.7533 0.5220 -1.0075
C 0.1678 -0.0101 -0.6902
C 0.7285 0.7688 1.0080
C -0.2895 -0.1385 1.1763
C 1.6415 1.9596 -1.6139
C 0.8189 -0.6051 0.9643
C 0.7573 1.2694 1.0342
C 1.1589 0.3779 0.7283
C -1.7714 -0.1624 0.1204
C 0.0646 -1.2747 -0.5577
C 2.4311 -0.4959 -2.0060
C 0.0403 -1.3442 0.0733
C 0.0809 0.4931 -0.5020
C -0.4405 0.5456 0.6215
C -0.0679 -0.8678 0.7393
C -0.6627 -1.1126 -1.5089
C -0.4786 -0.0965 0.2606
C -1.5254 -0.4427 -0.6118
C 0.8117 -0.1679 0.6554
C 1.0770 -0.2080 1.4815
C -0.5079 -1.6634 1.6975
C -0.8689 -0.0823 0.9823
C 1.7971 -0.8768 0.7550
C 0.6424 1.6731 1.1902
C 0.8520 -0.5116 0.5544
C -0.1623 0.1118 -0.8564
C -0.2294 1.9614 -0.8766
C 0.0666 1.7574 0.3401
C 0.2360 0.2384 -0.2356
C -0.1389 -0.4948 0.0752
C -1.2485 0.4261 -0.7862
C -0.4326 -1.2308 -1.5243
C -0.1626 -1.3657 -0.2541
C 1.2029 -1.0983 0.3195
C -0.1445 0.3685 0.8861
C 1.0511 -0.4134 -0.7506
C -1.3227 -1.0941 1.2836
C -0.6432 -0.2254 1.1227
C -1.1956 0.9922 1.1581
C -2.1169 -0.3003 1.6974
C -0.4941 -0.9296 -0.4797
C 0.2763 -1.5353 -1.3794
C -0.1098 -0.7192 -0.6312
C 0.5916 -0.8335 -0.5472
C -0.4433 1.3924 -0.6929
C 0.5226 -1.6227 0.2381
C 0.3941 -0.7045 0.2868
C -0.8425 0.2416 -1.7110
C -0.3915 -1.1062 -0.2299
C -0.2227 1.6605 -0.6114
C 1.4703 0.4855 1.3697
C 0.9275 0.5297 0.8496
C 1.0646 0.3807 -1.2286
H 0.1408 -0.4516 -0.0306
H 0.3026 0.3839 -0.4070
H 0.9472 -0.1140 0.1358
H -0.2720 0.1291 0.7871
H -0.1145 0.4144 0.3381
H 0.1618 -0.2520 0.0440
H -0.2220 -0.0240 0.5889
H 0.5825 0.0722 0.2439
H -0.4646 -1.0074 0.4057
H -0.1789 -0.0583 -0.0278
H -0.0548 0.1241 -0.5663
H -0.2913 0.1441 -0.4959
H -0.4745 0.6012 0.8407
H 0.2162 0.0068 -0.4971
H 0.2061 -0.0392 -0.3441
H 0.4725 -0.3248 -0.1070
H -0.2826 -0.1054 0.0467
H -0.1221 -0.5310 0.0222
H -0.3134 0.7152 0.8961
H 0.5306 0.0005 0.2480
H 0.3253 0.0479 0.0478
H -0.1223 -0.2128 -0.0430
H -0.1549 0.3910 0.3413
H -0.1068 0.5833 0.1128
H 0.1372 -0.0706 -0.1723
H -0.0802 -0.1310 0.0036
H -0.6264 0.4263 0.1310
H 0.2454 -0.2179 0.2322
H 0.4685 0.1607 -0.2609
H 0.1848 -0.1120 0.1142
H -0.8669 -0.0659 0.3661
H 0.2571 0.0284 -0.1906
H -0.1041 -0.4574 -0.0755
H -0.4535 -0.0641 0.5206
H 0.3828 -0.0579 0.6392
H 0.5810 0.2083 0.2160
H -0.2832 0.0154 -0.0233
H 0.4074 0.1222 -0.4383
H -0.6918 0.1499 -0.1343
H -0.1185 0.1520 0.0565
H -0.0266 -0.4249 -0.1022
H 0.3028 -0.0792 0.4310
H 0.2677 0.2037 0.5082
H 0.0135 0.0782 0.2335
H 0.2716 -0.0098 -0.0116
H 0.2495 -0.2302 0.7424
H -0.0544 0.0890 -0.0336
H -0.0607 0.5700 0.1292
H -0.0032 0.2187 -0.4260
H -0.3044 -0.5112 -0.1410
H 0.2057 -0.3262 0.4472
H -0.0762 0.6164 -0.0839
H -0.1540 -0.2041 0.4631
H 0.1830 0.1640 0.0425
H -0.2123 0.5118 0.6102
H 0.8670 -0.1512 0.0815
H -0.1107 0.2198 -0.2394
H 0.1317 -0.4396 -0.0841
H -0.2178 0.2554 0.5834
H 0.3261 0.1861 -0.2716
H -0.1494 -0.3304 -0.0685
H 0.0656 0.0679 0.0145
H -0.7132 -0.2681 0.9438
H 0.0089 -0.2773 -0.0718
H 0.3042 -0.0931 -0.2173
H -0.2753 -0.8509 0.1520
H -0.1482 -0.1184 -0.3959
H 0.4221 0.2076 -0.2640
H -0.0647 -0.5097 0.0840
H 0.1817 0.0668 -0.3393
H 0.7698 0.3661 -0.0886
H 0.4700 0.5138 0.1673
H 0.2028 0.3175 -0.1898
H -0.0500 0.5353 0.6696
H 0.3320 0.2326 -0.0533
H -0.1313 -0.8668 0.2829
H -0.6002 0.0565 0.3359
H -0.2186 0.3572 -0.3186
H -0.7768 -0.1711 -0.2221
H -0.2770 0.1394 -0.6108
H -0.0049 0.0911 0.2131
H 0.5980 -0.1713 -1.0701
H -0.0388 0.1778 0.1388
H -0.2976 -1.1268 -0.2008
H -0.0275 0.0256 -0.1301
H -0.0526 -0.0500 0.1633
H -0.1417 -0.1062 -0.0107
H 0.2846 0.4486 0.0049
H -0.5910 0.2089 -0.0025
H 0.6679 0.8152 0.1462
H -0.1196 -0.4066 -0.0835
H 0.2930 -0.4836 -0.5159
H 0.7328 0.0829 -0.4060
H -0.1044 0.3166 -0.4204
H 0.5106 0.2588 -0.3280
H -0.1202 -0.1622 -0.2782
H -0.4834 -0.5413 -0.5626
H 0.4075 -0.0702 0.0696
H -0.0272 -0.4972 -0.0397
H -0.1121 -0.8910 -0.6531
H -0.1644 -0.4465 -0.3743
H 0.5059 0.1984 0.4235
H 0.5250 -0.4918 0.3173
H 0.3050 0.2133 -0.9244
H 0.5652 -0.1475 -0.2693
H 0.1749 0.4806 -0.2975
H -0.1776 -0.5695 -0.4106
H 0.3100 0.9590 0.6327
H -0.7353 0.1432 -0.0412
H -0.2891 -0.0794 0.1594
H -0.3014 0.0976 0.2990
H -0.6599 -0.3598 -0.1042
H 0.6741 0.4761 0.3968
H -0.3709 -0.0106 0.4296
H 0.0891 -0.4074 0.1291
H 0.1335 -0.0496 0.0973
H -0.0718 -0.1294 -0.2181
H -0.1019 0.0333 -0.1660
H 0.6295 0.3286 -0.0123
H -0.8038 -0.2225 0.1215
H 0.0787 -0.1739 0.1662
H -0.2254 -0.1504 0.3279
H -0.1094 -0.0030 -0.1874
H 0.5455 0.4259 -0.3820
H -0.4503 -0.6235 0.1435
H -0.2189 -0.2603 -0.2740
H -0.0421 -0.0427 0.1526
H -0.0153 -0.1655 0.0107
H 0.1389 0.1187 -0.4934
H -0.3640 0.4485 0.0320
H 0.1859 -0.2143 -0.5677
H -0.6651 0.3981 0.3412
H -0.0223 -0.2828 0.4630
H -0.7162 -0.2334 0.0825
H -0.3002 0.1365 0.0473
H -0.5690 -0.2273 -0.4622
H 0.2768 0.1220 -0.1175
H 0.1126 -0.1055 0.1819
H 0.2634 0.3306 0.1262
H -0.4753 0.6174 -0.3298
H -0.1861 -0.1519 -0.2292
H -0.5281 0.0415 -0.3260
H -0.0718 -0.1291 -0.2404
H 0.6821 -0.0521 -0.4943

Properties
- Relative energy (zero: lowest compared OMol25 entry of this formula, charge and spin): 99.0 kcal/mol
- E_LUMO: 0.3 eV
- Kohn-Sham gap: 7.958 eV
- Structure (SMILES): CC1(C)CCCC(C)(C)N1O.CC1(C)CCCC(C)(C)N1O.CC1(C)CCCC(C)(C)N1O.CC1(C)CCCC(C)(C)N1O.CC1(C)CCCC(C)(C)N1O.CC1(C)CCCC(C)(C)N1O.CC1(C)CCCC(C)(C)N1O.COC[C@H](C)N
- Electronic energy: -100101.5843 eV